1.
DFT (wB97M-V/def2-TZVPD) results for a cluster of 2 separate species, C6H16O in total in a non-equilibrium geometry.

Structure (XYZ):
```
23
Properties=species:S:1:pos:R:3
C 3.2723 -0.1167 -0.9736
C 1.9164 -0.1572 -0.2672
C 2.0184 -0.5970 1.1982
C 1.1486 1.1900 -0.4740
H 3.7651 -1.0861 -0.9898
H 3.9574 0.6225 -0.5355
H 3.1407 0.2793 -1.9714
H 1.3495 -0.7777 -0.9761
H 1.5739 0.1214 1.8751
H 1.5082 -1.5521 1.3241
H 3.0734 -0.7417 1.4243
H 1.9170 1.9408 -0.3980
H 0.7049 1.2395 -1.4635
H 0.4620 1.3612 0.3498
C -3.0441 -0.7805 -0.8090
C -2.4749 -0.4432 0.5530
O -2.5199 0.9434 0.8274
H -4.0331 -0.2809 -0.8159
H -3.5860 -1.7419 -0.7781
H -2.3963 -0.6690 -1.6640
H -2.8787 -1.0457 1.3746
H -1.4219 -0.7394 0.6387
H -3.3994 1.2762 0.6047
```

Its HOMO energy is -10.3 eV. The value obtained for the gap between HOMO and LUMO is 11.29 eV. The energy above the lowest of the compared OMol25 structures with the same formula, charge and spin comes out at 129.19 kJ/mol. As for the spin multiplicity: 1. Its SMILES is CC(C)C.CCO. The total energy comes out at -8527.8942 eV. The lowest unoccupied orbital energy comes out at 0.03469 Eh.

2.
DFT (wB97M-V/def2-TZVPD) results for a cluster of 2 separate species, C6H16O2 in total in a non-equilibrium geometry.

Structure (XYZ):
```
24
Properties=species:S:1:pos:R:3
C 2.6634 -1.2990 -0.5138
C 1.8503 -1.1966 0.7784
C 0.3142 -1.4352 0.8082
C -0.5871 -0.4650 1.4960
C -0.9282 0.7604 0.6916
C -2.3974 0.7044 -0.0691
O -2.5618 1.8999 -0.7871
H 3.1717 -2.2426 -0.5127
H 2.0217 -1.1940 -1.2968
H 3.4721 -0.4737 -0.2462
H 2.0459 -0.2462 1.3737
H 2.2325 -1.9960 1.4472
H -0.1440 -1.6305 -0.2706
H 0.2695 -2.3077 1.4515
H -1.5057 -0.8167 1.9109
H 0.0856 -0.1743 2.3628
H -0.7458 1.5790 1.2899
H -0.1058 1.0158 -0.1068
H -3.2995 0.4628 0.6490
H -2.3783 -0.1764 -0.8532
H -1.9429 2.2717 -1.5047
O 1.2306 0.8287 -1.9344
H 0.3536 1.0773 -1.9982
H 1.6281 0.6084 -1.0711
```

Its HOMO energy is -10.0 eV. The value obtained for the gap between HOMO and LUMO is 10.69 eV. The energy above the lowest of the compared OMol25 structures with the same formula, charge and spin comes out at 302.39 kJ/mol. As for the spin multiplicity: 1. Its SMILES is CCCCCCO.O. The total energy comes out at -10573.4071 eV. The lowest unoccupied orbital energy comes out at 0.02422 Eh.